(1)
Formula: C2H8N2O
Source: the OMol25 dataset
Level of theory: ωB97M-V/def2-TZVPD

Geometry as ORCA input:
```
! RIJCOSX wB97M-V def2-TZVPD def2/J DEFGRID3
* xyz 0 1
N 1.4827 0.3357 1.0517
C 0.8810 -0.0544 -0.2050
C -0.1144 0.6407 -0.7553
N -0.6986 0.3860 -1.9811
H 0.8729 0.8478 1.6774
H 2.3063 0.9174 0.9231
H 1.3754 -0.9148 -0.6159
H -0.5994 1.4446 -0.2261
H -0.4849 -0.4695 -2.4585
H -1.5982 0.7855 -2.1737
O -1.5117 -1.4244 1.4901
H -0.9069 -1.8211 2.1268
H -1.0040 -0.6735 1.1465
*
```

Let us look at the Löwdin charges, expressed in e, one per atom: atom 1 (N): -0.020, atom 2 (C): -0.235, atom 3 (C): -0.239, atom 4 (N): 0.044, atom 5 (H): 0.058, atom 6 (H): 0.063, atom 7 (H): 0.098, atom 8 (H): 0.116, atom 9 (H): 0.085, atom 10 (H): 0.078, atom 11 (O): -0.069, atom 12 (H): 0.036, atom 13 (H): -0.015

---

(2)
Formula: C2H8N2O
Source: the OMol25 dataset
Level of theory: ωB97M-V/def2-TZVPD

Geometry as ORCA input:
```
! RIJCOSX wB97M-V def2-TZVPD def2/J DEFGRID3
* xyz 0 1
N 1.9703 -0.2520 -0.2523
C 0.6613 -0.6578 0.2122
C -0.4913 0.2665 -0.2428
N -1.8058 -0.1373 0.2165
O -0.2129 1.5515 0.2476
H 1.9845 -0.2206 -1.2675
H 2.1581 0.6882 0.0813
H 0.4625 -1.6734 -0.1444
H 0.6831 -0.6653 1.3060
H -0.5279 0.2852 -1.3488
H -1.7975 -0.2385 1.2272
H -2.0716 -1.0273 -0.1870
H -1.0129 2.0808 0.1522
*
```

Let us look at the Löwdin charges, expressed in e, one per atom: atom 1 (N): -0.004, atom 2 (C): -0.253, atom 3 (C): -0.506, atom 4 (N): 0.051, atom 5 (O): -0.033, atom 6 (H): 0.066, atom 7 (H): 0.066, atom 8 (H): 0.111, atom 9 (H): 0.116, atom 10 (H): 0.141, atom 11 (H): 0.078, atom 12 (H): 0.073, atom 13 (H): 0.094

---

(3)
Formula: C2H8N2O
Source: the OMol25 dataset
Level of theory: ωB97M-V/def2-TZVPD

Geometry as ORCA input:
```
! RIJCOSX wB97M-V def2-TZVPD def2/J DEFGRID3
* xyz 0 1
N -1.6922 0.7234 0.0004
C -0.9943 -0.3826 -0.5342
N 0.5971 0.0382 -0.6676
C 1.0601 -0.4240 0.5614
O 2.5746 0.0408 0.4840
H -2.5865 0.9073 -0.4408
H -1.6197 0.7888 1.0088
H -1.1695 -1.3088 0.0157
H -1.2587 -0.5598 -1.5759
H 0.5703 1.0578 -0.6514
H 1.1064 -1.5112 0.6418
H 0.6703 0.0510 1.4646
H 2.7421 0.5791 -0.3067
*
```

Let us look at the Löwdin charges, expressed in e, one per atom: atom 1 (N): -0.008, atom 2 (C): -0.248, atom 3 (N): -0.049, atom 4 (C): -0.276, atom 5 (O): -0.144, atom 6 (H): 0.077, atom 7 (H): 0.074, atom 8 (H): 0.103, atom 9 (H): 0.102, atom 10 (H): 0.097, atom 11 (H): 0.115, atom 12 (H): 0.107, atom 13 (H): 0.049

---

(4)
Formula: C2H8N2O
Source: the OMol25 dataset
Level of theory: ωB97M-V/def2-TZVPD

Geometry as ORCA input:
```
! RIJCOSX wB97M-V def2-TZVPD def2/J DEFGRID3
* xyz 0 1
C 0.6551 0.6924 2.2647
N -0.3719 0.6818 1.5062
H 1.2467 1.4358 2.7863
H 1.0149 -0.3074 2.4555
H -0.7297 -0.2191 1.0425
H -0.6328 1.5283 1.0161
N 0.1685 0.3803 -2.0520
C 0.2929 -0.8590 -1.1373
O -0.7804 -1.0280 -0.4019
H -0.7136 0.2689 -2.5546
H -0.0205 1.2587 -1.5885
H 0.4977 -1.6312 -1.9362
H 1.2602 -0.7336 -0.5240
*
```

Let us look at the Löwdin charges, expressed in e, one per atom: atom 1 (C): 0.094, atom 2 (N): 0.160, atom 3 (H): 0.105, atom 4 (H): 0.100, atom 5 (H): 0.087, atom 6 (H): 0.135, atom 7 (N): -0.041, atom 8 (C): -0.550, atom 9 (O): -0.304, atom 10 (H): 0.037, atom 11 (H): 0.001, atom 12 (H): 0.094, atom 13 (H): 0.081

---

Highest occupied orbital energy for every record listed, in sequence, given in eV: -7.9, -8.9, -9.1, -7.4.
E_LUMO for every record listed, in sequence, given in eV: 1.0, 1.0, 1.0, -1.2.